No. 1
DFT (ωB97M-V with the def2-TZVPD basis set) results for a cluster of 2 separate species, C9H24NO3P in total in a non-equilibrium geometry.

As for the highest occupied orbital energy: -5.25 eV. For the lowest unoccupied orbital energy, the calculation gives -0.45 eV. As for the spin multiplicity: 1. As for the net charge: 0. The value obtained for the frontier orbital gap is 4.80 eV.

Element x y z (Å)
O (1.882, -3.142, 0.792)
C (2.878, -3.577, 0.154)
O (2.996, -4.673, -0.378)
P (4.427, -2.473, 0.015)
H (3.635, -1.353, -0.441)
H (5.005, -3.342, -0.955)
H (4.684, -2.692, 1.422)
H (5.619, -1.612, -0.016)
C (-0.037, 2.261, -1.642)
C (-1.039, 2.083, -0.521)
N (-1.894, 0.844, -0.622)
C (-2.679, 0.917, -1.894)
C (-2.930, 0.855, 0.476)
C (-2.438, 0.765, 1.911)
C (-1.102, -0.453, -0.695)
C (-0.077, -0.744, 0.373)
O (0.941, 0.236, 0.374)
C (1.613, 0.354, 1.622)
H (-0.518, 2.420, -2.607)
H (0.557, 3.148, -1.432)
H (0.651, 1.423, -1.724)
H (-1.739, 2.922, -0.513)
H (-0.538, 2.063, 0.438)
H (-3.217, 1.861, -1.916)
H (-3.374, 0.083, -1.914)
H (-2.002, 0.844, -2.737)
H (-3.608, 0.029, 0.266)
H (-3.479, 1.785, 0.338)
H (-2.266, -0.264, 2.214)
H (-3.219, 1.146, 2.568)
H (-1.540, 1.346, 2.105)
H (-0.603, -0.433, -1.662)
H (-1.845, -1.250, -0.711)
H (0.381, -1.708, 0.131)
H (-0.523, -0.859, 1.359)
H (1.504, -0.544, 2.228)
H (1.223, 1.223, 2.171)
H (2.671, 0.511, 1.424)

Results of the Mulliken charge analysis, in e, for atoms 1 through 6:
1. O -0.707
2. C 0.359
3. O -0.702
4. P 0.128
5. H -0.084
6. H 0.023



No. 2
DFT (ωB97M-V with the def2-TZVPD basis set) results for a structure of composition C33H82BaN4O12Zn in a non-equilibrium geometry.

As for the highest occupied orbital energy: -7.05 eV. For the lowest unoccupied orbital energy, the calculation gives -0.42 eV. As for the spin multiplicity: 1. As for the net charge: 0. The value obtained for the frontier orbital gap is 6.63 eV.

Element x y z (Å)
Ba (3.745, 1.070, 1.089)
Zn (0.128, 0.375, -0.255)
C (0.071, 4.016, 0.982)
C (0.610, 2.848, 1.841)
O (0.910, 1.751, 1.045)
H (0.680, 4.252, 0.109)
H (-0.025, 4.925, 1.575)
H (-0.901, 3.737, 0.577)
H (-0.028, 2.589, 2.686)
H (1.568, 3.183, 2.240)
C (1.929, -2.839, 2.766)
C (2.203, -1.451, 2.778)
O (3.574, -1.248, 2.567)
H (0.864, -3.054, 2.855)
H (2.426, -3.289, 3.625)
H (2.404, -3.398, 1.959)
H (1.842, -0.959, 3.681)
H (1.632, -0.953, 1.993)
C (1.403, -1.302, -3.163)
C (1.797, -1.578, -1.765)
O (1.879, -0.358, -1.002)
H (0.600, -0.567, -3.219)
H (1.041, -2.189, -3.683)
H (2.252, -0.945, -3.745)
H (2.627, -2.276, -1.664)
H (1.033, -2.293, -1.459)
C (-2.658, 2.765, -2.733)
C (-1.181, 2.097, -2.909)
C (-0.225, 3.256, -3.068)
O (-0.859, 1.148, -1.908)
H (-3.475, 2.044, -2.700)
H (-2.830, 3.411, -3.594)
H (-2.651, 3.265, -1.765)
H (-1.293, 1.591, -3.868)
H (-0.307, 3.948, -2.230)
H (-0.408, 3.791, -4.000)
H (0.829, 2.977, -3.098)
C (-2.054, -5.033, 1.882)
O (-1.334, -3.922, 1.401)
C (-2.132, -3.322, 0.408)
C (-1.678, -1.972, -0.247)
N (-0.937, -1.143, 0.766)
C (-1.859, -0.678, 1.807)
C (-2.835, 0.444, 1.414)
O (-3.888, -0.118, 0.743)
C (-5.132, 0.616, 0.569)
H (-2.231, -5.768, 1.097)
H (-3.013, -4.840, 2.361)
H (-1.387, -5.469, 2.626)
H (-3.102, -3.061, 0.831)
H (-2.350, -4.087, -0.338)
H (-2.581, -1.504, -0.640)
H (-1.044, -2.275, -1.080)
H (-0.612, -1.913, 1.333)
H (-1.170, -0.149, 2.465)
H (-2.444, -1.348, 2.437)
H (-2.259, 1.207, 0.890)
H (-3.119, 0.883, 2.371)
H (-5.788, -0.034, -0.008)
H (-4.997, 1.560, 0.041)
H (-5.400, 0.893, 1.589)
C (0.112, -5.828, -3.599)
O (-0.254, -5.733, -4.879)
C (-1.669, -6.006, -5.136)
C (-2.012, -5.697, -6.722)
N (-1.689, -4.375, -7.113)
C (-2.762, -3.360, -6.979)
C (-3.495, -3.182, -5.549)
O (-2.561, -2.696, -4.624)
C (-2.393, -1.329, -4.497)
H (-0.004, -4.871, -3.090)
H (1.130, -6.172, -3.413)
H (-0.582, -6.487, -3.078)
H (-2.176, -5.399, -4.387)
H (-1.755, -7.073, -4.931)
H (-3.098, -5.679, -6.817)
H (-1.768, -6.438, -7.484)
H (-0.888, -3.867, -6.766)
H (-3.510, -3.552, -7.748)
H (-2.178, -2.505, -7.317)
H (-3.950, -4.127, -5.255)
H (-4.247, -2.397, -5.630)
H (-1.896, -0.779, -5.296)
H (-1.701, -1.156, -3.672)
H (-3.245, -0.755, -4.134)
C (5.303, 4.672, 1.396)
O (4.580, 3.667, 0.545)
C (4.170, 4.255, -0.698)
C (3.156, 3.311, -1.417)
N (3.761, 2.008, -1.674)
C (5.045, 1.942, -2.424)
C (4.988, 2.774, -3.744)
O (6.287, 2.847, -4.370)
C (6.242, 3.586, -5.613)
H (5.551, 4.106, 2.294)
H (4.562, 5.432, 1.645)
H (6.107, 5.147, 0.834)
H (5.063, 4.482, -1.280)
H (3.679, 5.228, -0.682)
H (2.984, 3.873, -2.335)
H (2.132, 3.259, -1.048)
H (3.283, 1.234, -2.113)
H (5.363, 0.900, -2.459)
H (5.821, 2.278, -1.736)
H (4.638, 3.790, -3.559)
H (4.300, 2.319, -4.456)
H (5.546, 4.425, -5.615)
H (5.863, 2.942, -6.406)
H (7.176, 4.026, -5.962)
C (-1.799, -2.690, 5.237)
O (-1.850, -1.399, 5.683)
C (-0.659, -0.666, 5.542)
C (-0.402, 0.650, 6.365)
N (-1.643, 0.811, 7.147)
C (-1.952, 2.187, 7.559)
C (-0.974, 2.714, 8.625)
O (-1.278, 4.061, 8.571)
C (-0.704, 4.835, 9.620)
H (-0.952, -3.230, 5.662)
H (-1.914, -2.648, 4.154)
H (-2.781, -3.071, 5.518)
H (-0.704, -0.256, 4.533)
H (0.248, -1.257, 5.668)
H (0.012, 1.483, 5.796)
H (0.419, 0.434, 7.048)
H (-2.440, 0.387, 6.694)
H (-2.888, 2.352, 8.093)
H (-1.955, 2.796, 6.655)
H (0.058, 2.569, 8.305)
H (-1.200, 2.235, 9.577)
H (-0.710, 4.444, 10.638)
H (-1.142, 5.832, 9.645)
H (0.336, 5.079, 9.404)

Results of the Mulliken charge analysis, in e, for atoms 1 through 6:
1. Ba 1.586
2. Zn 4.332
3. C -0.924
4. C -0.322
5. O -1.404
6. H 0.052



No. 3
DFT (ωB97M-V with the def2-TZVPD basis set) results for a cluster of 8 separate species, C18H52O8 in total.

The energy relative to the best compared isomer or geometry (same formula, charge and spin) comes out at 155.0 kJ/mol. As for the highest occupied orbital energy: -9.54 eV. For the lowest unoccupied orbital energy, the calculation gives 0.68 eV. As for the spin multiplicity: 1. As for the net charge: 0. The value obtained for the frontier orbital gap is 10.22 eV.

Element x y z (Å)
C (-2.329, -3.011, -3.695)
C (-1.589, -1.684, -3.762)
C (-2.431, -0.533, -3.275)
O (-0.408, -1.717, -2.959)
H (-2.650, -3.215, -2.670)
H (-1.667, -3.825, -3.996)
H (-3.210, -2.997, -4.336)
H (-1.306, -1.506, -4.810)
H (-1.917, 0.428, -3.339)
H (-2.686, -0.661, -2.217)
H (-3.357, -0.441, -3.841)
H (0.197, -2.398, -3.302)
C (-3.838, -0.619, 4.028)
C (-3.574, 0.747, 3.460)
C (-3.248, 1.784, 4.530)
O (-2.432, 0.642, 2.589)
H (-4.603, -0.547, 4.804)
H (-2.931, -1.031, 4.466)
H (-4.216, -1.292, 3.258)
H (-4.432, 1.101, 2.880)
H (-2.899, 2.694, 4.036)
H (-2.421, 1.435, 5.152)
H (-4.099, 2.013, 5.173)
H (-2.420, 1.454, 2.071)
C (1.078, 5.338, 3.589)
C (0.785, 4.246, 2.590)
C (0.503, 2.910, 3.257)
O (-0.371, 4.565, 1.795)
H (1.897, 5.055, 4.252)
H (0.185, 5.539, 4.186)
H (1.356, 6.282, 3.110)
H (1.636, 4.112, 1.909)
H (-0.037, 3.010, 4.204)
H (1.439, 2.396, 3.479)
H (-0.130, 2.288, 2.625)
H (-0.221, 5.421, 1.383)
C (2.664, 2.681, -0.607)
C (3.532, 1.543, -0.112)
C (3.320, 1.256, 1.369)
O (3.327, 0.369, -0.897)
H (1.629, 2.561, -0.267)
H (2.670, 2.718, -1.694)
H (2.994, 3.640, -0.193)
H (4.583, 1.794, -0.276)
H (3.776, 2.048, 1.976)
H (3.812, 0.321, 1.631)
H (2.259, 1.230, 1.628)
H (2.402, 0.092, -0.764)
C (3.459, -4.531, -4.328)
C (2.369, -3.834, -3.536)
C (2.902, -2.653, -2.729)
O (1.321, -3.375, -4.436)
H (3.116, -5.469, -4.763)
H (4.326, -4.728, -3.700)
H (3.778, -3.884, -5.152)
H (1.840, -4.537, -2.893)
H (2.986, -1.771, -3.371)
H (3.901, -2.822, -2.323)
H (2.269, -2.380, -1.887)
H (1.734, -2.791, -5.081)
C (2.605, -2.589, 0.966)
O (3.102, -3.872, 1.369)
H (3.371, -2.043, 0.411)
H (1.754, -2.750, 0.310)
H (2.259, -1.988, 1.811)
H (3.872, -3.728, 1.925)
C (-0.474, 0.398, -0.269)
O (0.606, -0.375, -0.760)
H (-0.109, 1.064, 0.508)
H (-0.934, 0.965, -1.084)
H (-1.246, -0.249, 0.162)
H (0.320, -0.791, -1.589)
C (-4.827, 0.135, 0.011)
O (-5.289, 0.519, -1.288)
H (-4.976, 0.984, 0.672)
H (-5.425, -0.692, 0.406)
H (-3.776, -0.158, -0.005)
H (-5.459, -0.292, -1.774)

Results of the Mulliken charge analysis, in e, for atoms 1 through 6:
1. C -1.443
2. C 0.739
3. C -1.110
4. O -0.454
5. H 0.293
6. H 0.379



No. 4
DFT (ωB97M-V with the def2-TZVPD basis set) results for a structure of composition C25H35BF6N10O3SbSiTi.

The energy relative to the best compared isomer or geometry (same formula, charge and spin) comes out at 461.7 kJ/mol. As for the highest occupied orbital energy (alpha / beta): -5.51 / -5.51 eV. For the lowest unoccupied orbital energy (alpha / beta), the calculation gives 1.97 / 1.97 eV. As for the spin multiplicity: 1. As for the net charge: -1. The value obtained for the frontier orbital gap (alpha / beta) is 7.48 / 7.48 eV.

Element x y z (Å)
Ti (-0.745, -0.073, -0.223)
N (-1.117, -2.079, 0.708)
C (-0.733, -2.103, 2.128)
C (-0.344, -0.666, 2.458)
O (0.622, -0.385, 3.125)
N (-1.133, 0.281, 1.765)
C (-3.376, 1.087, 1.521)
C (-3.531, 0.877, 0.034)
O (-4.438, 1.426, -0.556)
O (-2.627, 0.135, -0.553)
H (-2.125, -2.140, 0.594)
H (-0.715, -2.855, 0.184)
H (0.143, -2.729, 2.272)
H (-1.544, -2.454, 2.767)
H (-2.989, 2.104, 1.653)
H (-4.366, 1.048, 1.971)
C (-3.752, -0.397, 4.242)
C (-2.640, 0.414, 3.647)
C (-1.847, 1.187, 4.411)
C (-0.776, 2.006, 3.859)
N (-0.968, 2.624, 2.762)
N (-2.488, 0.156, 2.235)
B (0.071, 2.986, 1.870)
N (-0.198, 3.077, 0.402)
C (-0.015, 4.235, -0.273)
C (-0.584, 4.115, -1.513)
C (-1.100, 2.806, -1.548)
C (-1.779, 2.124, -2.690)
N (-0.872, 2.195, -0.390)
N (1.221, 0.351, 0.356)
C (2.498, 0.174, 0.696)
C (3.249, 0.035, -0.468)
C (2.329, 0.081, -1.517)
C (2.516, -0.124, -2.980)
N (1.123, 0.304, -0.989)
N (1.406, 3.447, 2.224)
C (2.531, 3.461, 1.443)
C (3.572, 3.845, 2.227)
C (3.001, 4.047, 3.516)
C (3.694, 4.465, 4.770)
N (1.714, 3.798, 3.510)
H (-4.062, -0.002, 5.208)
H (-3.434, -1.435, 4.369)
H (-4.613, -0.414, 3.572)
H (-1.943, 1.102, 5.489)
H (0.191, 1.988, 4.369)
H (0.478, 5.068, 0.200)
H (-0.621, 4.850, -2.297)
H (-1.700, 2.742, -3.583)
H (-2.832, 1.955, -2.461)
H (-1.331, 1.150, -2.895)
H (2.784, 0.118, 1.733)
H (4.305, -0.167, -0.546)
H (3.521, -0.491, -3.183)
H (2.362, 0.802, -3.537)
H (1.795, -0.862, -3.333)
H (2.495, 3.159, 0.408)
H (4.604, 3.949, 1.935)
H (4.276, 5.374, 4.613)
H (4.381, 3.687, 5.109)
H (2.961, 4.645, 5.554)
C (0.914, -2.972, -5.233)
Si (-0.703, -3.199, -4.320)
C (-0.858, -4.957, -3.711)
C (-2.119, -2.805, -5.489)
C (-0.788, -2.053, -2.900)
C (-0.810, -1.321, -1.924)
H (0.966, -3.657, -6.084)
H (1.754, -3.178, -4.569)
H (1.014, -1.952, -5.613)
H (-0.806, -5.668, -4.540)
H (-1.809, -5.099, -3.194)
H (-0.058, -5.184, -3.005)
H (-2.108, -3.473, -6.354)
H (-2.048, -1.777, -5.851)
H (-3.080, -2.915, -4.982)
F (1.612, -2.548, 0.285)
Sb (2.031, -4.278, -0.381)
F (2.001, -4.925, 1.398)
F (3.876, -3.910, -0.249)
F (2.028, -3.625, -2.155)
F (2.343, -6.026, -1.022)
F (0.146, -4.581, -0.481)

Results of the Mulliken charge analysis, in e, for atoms 1 through 6:
1. Ti -1.180
2. N 0.258
3. C -1.209
4. C 0.578
5. O -0.646
6. N 1.229